# 1
Density functional theory data (the ωB97M-V functional and the def2-TZVPD basis) for CBr3NO as an isolated structure in a non-equilibrium geometry.

Computed properties:
Highest occupied orbital energy in eV: -8.86
Electronic energy in eV: -214698.1658
ΔE to the lowest compared entry with this formula, charge and spin in kcal per mole: 3.1
2S+1: 1

Element x y z (Å)
1 C -0.5303 -0.1441 0.1733
2 N 1.1462 0.0836 -0.9300
3 O 1.9298 0.4952 -0.1971
4 Br 0.0694 -0.1567 1.9612
5 Br -1.4393 -1.7853 -0.3602
6 Br -1.1758 1.5072 -0.6474



# 2
Density functional theory data (the ωB97M-V functional and the def2-TZVPD basis) for a 2-piece molecular cluster, CBrClNO2P overall in a non-equilibrium geometry.

Computed properties:
Highest occupied orbital energy in eV: -9.97
Electronic energy in eV: -98474.7351
ΔE to the lowest compared entry with this formula, charge and spin in kcal per mole: 55.1
2S+1: 1

Element x y z (Å)
1 C -1.1804 -0.6078 1.4241
2 N -0.9647 -1.2793 2.3592
3 O 1.7610 0.8951 0.1505
4 O -1.4292 0.1089 0.4518
5 P 0.6811 0.5412 -0.7381
6 Cl 0.1026 1.7716 -2.0668
7 Br 1.0295 -1.4297 -1.5807



# 3
Density functional theory data (the ωB97M-V functional and the def2-TZVPD basis) for a 2-piece molecular cluster, CBrF2I overall in a non-equilibrium geometry.

Computed properties:
Highest occupied orbital energy (alpha / beta) in eV: -9.07 / -9.07
Electronic energy in eV: -84611.7733
ΔE to the lowest compared entry with this formula, charge and spin in kcal per mole: 60.6
2S+1: 1

Element x y z (Å)
1 C -0.2416 -0.3819 -0.0811
2 F -1.2458 -0.4822 0.6852
3 F -0.6752 -0.4320 -1.3116
4 Br 0.7223 2.7270 0.2670
5 I 1.4403 -1.4309 0.4405



# 4
Density functional theory data (the ωB97M-V functional and the def2-TZVPD basis) for CBrF2O3S as an isolated structure in a non-equilibrium geometry.

Computed properties:
Highest occupied orbital energy in eV: -5.08
Electronic energy in eV: -93491.4853
ΔE to the lowest compared entry with this formula, charge and spin in kcal per mole: 40.3
Net charge: -1
2S+1: 1

Element x y z (Å)
1 C 0.4676 1.4366 1.2811
2 O -1.6482 1.4460 0.2438
3 O -2.0147 0.1799 -1.7848
4 O -1.2332 -1.0235 0.1619
5 F 1.6726 1.2545 1.8087
6 F -0.2355 0.4966 1.8043
7 S -1.3910 0.2176 -0.4967
8 Br 0.7984 0.6730 -1.1763



# 5
Density functional theory data (the ωB97M-V functional and the def2-TZVPD basis) for a 2-piece molecular cluster, CBrFNO2 overall in a non-equilibrium geometry.

Computed properties:
Expectation value of S²: 2.012
Highest occupied orbital energy (alpha / beta) in eV: -5.10 / -4.52
Electronic energy in eV: -79379.4625
ΔE to the lowest compared entry with this formula, charge and spin in kcal per mole: 2.6
Net charge: -1
2S+1: 3

Element x y z (Å)
1 C 1.1050 -0.4776 -0.1137
2 N -0.2250 0.1482 0.4135
3 O 1.8779 0.2387 0.5189
4 O 1.1234 -1.4683 -0.7681
5 F -0.4339 1.4010 -0.1665
6 Br -3.4473 0.1580 0.1159



# 6
Density functional theory data (the ωB97M-V functional and the def2-TZVPD basis) for CBrN3O2 as an isolated structure in a non-equilibrium geometry.

Computed properties:
Highest occupied orbital energy (alpha / beta) in eV: -10.39 / -10.27
Electronic energy in eV: -79636.3386
ΔE to the lowest compared entry with this formula, charge and spin in kcal per mole: 57.2
2S+1: 1

Element x y z (Å)
1 C -0.7327 -0.7058 1.6849
2 N -0.7686 -1.2328 2.7071
3 N -0.8144 -0.0847 0.5616
4 N 0.1665 0.1640 -0.2537
5 O 1.3278 0.0085 -0.0032
6 O -0.2322 0.6141 -1.4119
7 Br 1.0536 1.2368 -3.2848



# 7
Density functional theory data (the ωB97M-V functional and the def2-TZVPD basis) for a 2-piece molecular cluster, CCl2F2 overall in a non-equilibrium geometry.

Computed properties:
Highest occupied orbital energy (alpha / beta) in eV: -10.72 / -10.65
Electronic energy in eV: -31513.1575
ΔE to the lowest compared entry with this formula, charge and spin in kcal per mole: 82.9
2S+1: 1

Element x y z (Å)
1 C 0.1701 -0.1941 -0.2162
2 F 0.0934 0.2664 -1.5001
3 F -0.8085 1.4891 1.0103
4 Cl -1.1182 -1.2014 0.3022
5 Cl 1.6633 -0.3600 0.4038



# 8
Density functional theory data (the ωB97M-V functional and the def2-TZVPD basis) for a 2-piece molecular cluster, CCl2F3N overall.

Computed properties:
Highest occupied orbital energy (alpha / beta) in eV: -10.83 / -8.78
Electronic energy in eV: -35718.1917
ΔE to the lowest compared entry with this formula, charge and spin in kcal per mole: 44.6
2S+1: 1

Element x y z (Å)
1 C 1.0305 0.0673 -0.3076
2 N -1.5345 -0.3377 -0.1901
3 F 1.2458 0.2477 -1.6022
4 F -1.5718 -1.0045 0.9888
5 F -1.8524 0.9375 0.1441
6 Cl 1.5996 -1.3902 0.3315
7 Cl 1.0828 1.4798 0.6355



# 9
Density functional theory data (the ωB97M-V functional and the def2-TZVPD basis) for a 2-piece molecular cluster, CCl2FN overall.

Computed properties:
Highest occupied orbital energy (alpha / beta) in eV: -9.74 / -9.61
Electronic energy in eV: -30281.5474
ΔE to the lowest compared entry with this formula, charge and spin in kcal per mole: 124.5
2S+1: 1

Element x y z (Å)
1 C -0.5797 -0.2742 -0.6144
2 N 1.1604 0.2563 1.4847
3 F 2.1541 -0.4147 0.9445
4 Cl -0.8813 0.2825 -2.2081
5 Cl -1.8535 0.1501 0.3933



# 10
Density functional theory data (the ωB97M-V functional and the def2-TZVPD basis) for a 2-piece molecular cluster, CCl3F2P overall in a non-equilibrium geometry.

Computed properties:
Highest occupied orbital energy (alpha / beta) in eV: -8.62 / -8.72
Electronic energy in eV: -53327.3636
ΔE to the lowest compared entry with this formula, charge and spin in kcal per mole: 49.0
2S+1: 1

Element x y z (Å)
1 C 1.0317 -0.2228 0.1343
2 F -1.6399 0.7400 -1.3759
3 F -2.0090 0.4956 0.8495
4 P -1.6137 -0.5263 -0.3527
5 Cl 1.9113 -1.6381 -0.4414
6 Cl 1.0917 -0.0377 1.9002
7 Cl 1.2279 1.1892 -0.7140



# 11
Density functional theory data (the ωB97M-V functional and the def2-TZVPD basis) for a 2-piece molecular cluster, CCl3F3Si overall in a non-equilibrium geometry.

Computed properties:
Highest occupied orbital energy in eV: -9.32
Electronic energy in eV: -54638.2826
ΔE to the lowest compared entry with this formula, charge and spin in kcal per mole: 38.1
2S+1: 1

Element x y z (Å)
1 C 2.4324 0.7626 -0.2765
2 F -1.8872 0.6214 1.2916
3 F -0.6877 -1.4878 0.3582
4 F -3.0299 -0.9185 -0.4194
5 Si -1.6144 -0.1928 -0.0514
6 Cl -0.6898 0.8425 -1.4898
7 Cl 3.4403 1.2183 0.9849
8 Cl 2.0365 -0.8457 -0.3977



# 12
Density functional theory data (the ωB97M-V functional and the def2-TZVPD basis) for a 2-piece molecular cluster, CCl3NO overall in a non-equilibrium geometry.

Computed properties:
Highest occupied orbital energy (alpha / beta) in eV: -7.25 / -7.24
Electronic energy in eV: -42136.7341
ΔE to the lowest compared entry with this formula, charge and spin in kcal per mole: 52.5
2S+1: 1

Element x y z (Å)
1 C 0.8916 0.0701 -0.1283
2 N -1.6132 0.1780 0.8063
3 O -2.1736 -0.4625 -0.0185
4 Cl 0.9826 -1.5138 0.3223
5 Cl 1.6800 1.2977 0.7053
6 Cl 0.2326 0.4305 -1.6870



# 13
Density functional theory data (the ωB97M-V functional and the def2-TZVPD basis) for one molecule with the formula CCl4NOP in a non-equilibrium geometry.

Computed properties:
Highest occupied orbital energy in eV: -9.77
Electronic energy in eV: -63950.3296
ΔE to the lowest compared entry with this formula, charge and spin in kcal per mole: 110.3
2S+1: 1

Element x y z (Å)
1 C 0.6595 -0.3413 0.8798
2 N 0.0788 0.5766 0.3100
3 O -0.6026 -2.5974 -0.1979
4 P -1.2194 1.1194 -0.6078
5 Cl 1.8974 -0.0955 2.0258
6 Cl 0.4961 -2.1410 0.7296
7 Cl -0.6494 0.4401 -2.4187
8 Cl -0.6605 3.0392 -0.7209



# 14
Density functional theory data (the ωB97M-V functional and the def2-TZVPD basis) for a 2-piece molecular cluster, CCl5OP overall in a non-equilibrium geometry.

Computed properties:
Highest occupied orbital energy in eV: -9.84
Electronic energy in eV: -74985.2955
ΔE to the lowest compared entry with this formula, charge and spin in kcal per mole: 0.0
2S+1: 1

Element x y z (Å)
1 C 2.5802 -0.6838 0.3669
2 O -3.0461 0.2803 -1.0871
3 P -1.7778 0.0781 -0.3888
4 Cl -1.2932 -1.9177 -0.3685
5 Cl 2.2670 0.1347 1.7712
6 Cl 3.3766 0.3262 -0.8174
7 Cl -1.8377 0.5972 1.5162
8 Cl -0.2689 1.1850 -0.9923



# 15
Density functional theory data (the ωB97M-V functional and the def2-TZVPD basis) for a 2-piece molecular cluster, CClF3OS overall in a non-equilibrium geometry.

Computed properties:
Highest occupied orbital energy in eV: -11.01
Electronic energy in eV: -34591.6639
ΔE to the lowest compared entry with this formula, charge and spin in kcal per mole: 38.9
2S+1: 1

Element x y z (Å)
1 C 2.2954 -0.6911 -0.0058
2 O -2.4428 2.2088 0.0695
3 F 2.0441 -1.4167 1.0481
4 F 2.7879 -1.5068 -0.9227
5 F -2.4578 -0.1948 -0.9056
6 S -2.1130 0.8546 0.4347
7 Cl -0.1137 0.7460 0.2818



# 16
Density functional theory data (the ωB97M-V functional and the def2-TZVPD basis) for a 2-piece molecular cluster, CClF3OS overall in a non-equilibrium geometry.

Computed properties:
Highest occupied orbital energy (alpha / beta) in eV: -9.66 / -10.09
Electronic energy in eV: -34591.5822
ΔE to the lowest compared entry with this formula, charge and spin in kcal per mole: 40.8
2S+1: 1

Element x y z (Å)
1 C -1.1264 -0.1984 -0.3225
2 O 1.8099 1.8655 -0.7994
3 F -1.5248 0.7844 -1.1162
4 F -1.4119 0.2467 0.8914
5 F 2.3121 0.4888 1.2240
6 S 1.8808 0.4978 -0.4041
7 Cl -1.8813 -1.7600 -0.6730



# 17
Density functional theory data (the ωB97M-V functional and the def2-TZVPD basis) for CClIN4 as an isolated structure in a non-equilibrium geometry.

Computed properties:
Highest occupied orbital energy in eV: -9.50
Electronic energy in eV: -27615.3528
ΔE to the lowest compared entry with this formula, charge and spin in kcal per mole: 36.4
2S+1: 1

Element x y z (Å)
1 C -0.3274 0.6613 0.1258
2 N 0.1029 -0.8592 -1.1598
3 N 0.5787 0.2512 0.9658
4 N 0.9234 -1.3023 -0.4504
5 N 1.3650 -0.6606 0.7234
6 Cl -0.5214 2.3362 -0.1085
7 I -2.1211 -0.4265 -0.0963



# 18
Density functional theory data (the ωB97M-V functional and the def2-TZVPD basis) for CClO5S as an isolated structure in a non-equilibrium geometry.

Computed properties:
Highest occupied orbital energy in eV: -6.38
Electronic energy in eV: -34634.1713
ΔE to the lowest compared entry with this formula, charge and spin in kcal per mole: 8.9
Net charge: -1
2S+1: 1

Element x y z (Å)
1 C 0.2176 0.7412 1.1731
2 O -1.4316 -1.3105 -0.0959
3 O -0.7954 0.8228 0.4251
4 O -0.7721 0.1459 -2.0782
5 O 0.8612 -0.8275 -0.6193
6 O 0.4829 -0.0203 2.0372
7 S -0.5162 -0.4923 -0.7995
8 Cl 1.4606 2.0310 0.8411



# 19
Density functional theory data (the ωB97M-V functional and the def2-TZVPD basis) for CCu4N3O12 as an isolated structure in a non-equilibrium geometry.

Computed properties:
Expectation value of S²: 8.781
Highest occupied orbital energy (alpha / beta) in eV: -14.23 / -15.27
Electronic energy in eV: -208593.3014
Net charge: +2
2S+1: 6

Element x y z (Å)
1 Cu -2.0267 16.9715 -16.4054
2 Cu 1.4960 15.4078 -21.3717
3 Cu -2.5078 15.0175 -20.1941
4 Cu 1.3443 19.0041 -19.3372
5 N -2.5306 16.4794 -23.4412
6 O -2.7695 17.7511 -23.3667
7 O -2.8761 15.8524 -24.3532
8 O -2.4637 15.8700 -22.3532
9 N 2.8581 18.6168 -22.1672
10 O 2.1927 17.5927 -21.4892
11 O 3.4889 19.4630 -21.4983
12 O 2.6609 18.8405 -23.3942
13 N -4.6898 17.2060 -18.5334
14 O -5.9319 17.2683 -18.6579
15 O -4.2044 17.0768 -17.4914
16 O -3.9716 16.7421 -19.4465
17 C -0.1971 16.3501 -19.2714
18 O -0.4270 15.8264 -20.3590
19 O -1.2349 16.5799 -18.6720
20 O 0.9446 16.6576 -19.1019



# 20
Density functional theory data (the ωB97M-V functional and the def2-TZVPD basis) for CF2I2O4S2 as an isolated structure in a non-equilibrium geometry.

Computed properties:
Highest occupied orbital energy in eV: -10.49
Electronic energy in eV: -52530.5175
2S+1: 1

Element x y z (Å)
1 C 0.0971 -0.0530 0.9015
2 O 2.6399 -0.7197 0.3878
3 O 0.7812 -1.9424 -0.7365
4 O -2.3416 0.9852 0.4463
5 O -0.7459 1.8015 -1.3152
6 F 1.2154 0.2175 -1.3362
7 F -1.7498 -0.4264 -1.4871
8 S 1.3343 -0.8489 -0.0891
9 S -1.3118 0.8007 -0.5114
10 I -0.9793 -1.3641 1.9590
11 I 1.0603 1.5497 1.7808